C8H20F4Li2N2O12S4 as an isolated structure at a distorted geometry. Source: the Open Molecules 2025 dataset; level of theory: the ωB97M-V functional and the def2-TZVPD basis.

CARTESIAN COORDINATES (ANGSTROEM)
Li 2.124 1.624 1.543
Li 0.473 0.489 -0.602
N 0.962 3.113 2.188
S -0.608 2.628 1.790
O -0.655 1.772 0.610
O -1.674 3.535 2.090
F -0.782 1.559 2.967
S 0.790 4.679 1.678
O 0.641 5.658 2.718
O 0.163 4.897 0.409
F 2.358 4.872 1.324
N 2.193 1.222 -0.315
S 3.436 0.097 -0.761
O 4.729 0.492 -0.329
O 3.263 -0.594 -1.990
F 3.032 -1.047 0.298
S 2.614 2.358 -1.392
O 2.688 1.950 -2.771
O 3.505 3.353 -0.869
F 1.196 3.077 -1.379
C 0.613 -2.246 -1.921
O 0.106 -0.913 -1.897
C -0.718 -0.665 -3.029
C -0.908 0.827 -3.174
O -1.390 1.409 -1.982
C -2.779 1.343 -1.734
H 0.954 -2.422 -0.900
H 1.435 -2.436 -2.606
H -0.218 -2.944 -2.050
H -1.734 -1.045 -2.895
H -0.223 -0.995 -3.943
H -1.637 1.024 -3.975
H -0.055 1.408 -3.529
H -2.881 1.839 -0.774
H -3.171 0.320 -1.734
H -3.374 1.857 -2.498
C -1.586 -4.283 2.664
O -1.482 -3.020 3.320
C -0.228 -2.358 3.171
C 0.260 -2.200 1.736
O -0.362 -1.148 0.993
C -1.672 -1.462 0.563
H -0.664 -4.844 2.840
H -1.634 -4.150 1.577
H -2.526 -4.697 3.010
H 0.543 -2.902 3.726
H -0.451 -1.404 3.645
H 0.131 -3.108 1.137
H 1.325 -1.961 1.709
H -2.070 -0.592 0.047
H -2.307 -1.662 1.428
H -1.743 -2.306 -0.131

Its net charge is 0. For the strongest force on any atom, the calculation gives 5.54 eV/Å. For the LUMO energy, the calculation gives -0.51 eV. The HOMO energy is -10.28 eV. The orbital gap comes out at 9.8 eV.